[1]
29
Properties=species:S:1:pos:R:3:forces:R:3:nbo_charge:R:1 method="wB97M-V/def2-TZVPD" total_energy_ev=-17130.1894 charge=+1 largest_force_ev_per_a=6.5 smiles="C1=C[C@H]2c3cncn3[C@H](C3CCC3)[N+]2=C1" e_above_lowest_kcal_mol=88.1
C -2.7577 1.9127 -0.3372 -2.125 0.920 -1.385 -0.05
C -0.8992 2.4126 0.6180 0.410 1.008 1.990 0.18
C -1.9520 0.8173 -0.3625 -1.466 -3.106 0.458 0.02
C -2.3084 -2.6394 0.3173 -4.532 -3.000 -0.943 -0.31
C -2.8330 -1.7731 -0.5753 -0.766 1.085 -0.718 -0.02
C -1.1709 -2.1803 0.8845 5.251 1.195 1.569 0.22
C 3.5578 0.2913 -0.2255 -3.089 0.113 2.260 -0.38
C 2.5388 -0.8805 -0.2215 -0.686 2.997 0.832 -0.39
C 2.3725 1.3092 -0.0572 1.764 0.688 -4.426 -0.40
C -1.8720 -0.6553 -0.7725 2.142 0.444 2.055 -0.07
C 1.3272 0.2301 -0.3177 1.634 -2.186 -1.754 -0.24
C 0.1635 0.0093 0.6106 -0.847 1.705 -1.149 0.12
N -2.0526 2.8826 0.2276 1.045 2.490 1.113 -0.43
N -0.8597 1.1100 0.3991 1.552 -1.812 -0.478 -0.33
N -0.6498 -1.1162 0.3424 -4.981 -0.424 -4.110 -0.24
H -3.7942 2.3009 -0.6519 1.722 -1.744 0.010 0.26
H -0.1536 2.8513 1.2837 -0.367 0.388 -0.550 0.21
H -2.7911 -3.6224 0.6095 0.690 1.484 -0.321 0.28
H -3.8328 -1.7829 -1.1311 1.713 -0.337 0.912 0.29
H -0.5610 -2.6804 1.6500 -0.640 0.085 0.008 0.25
H 4.1584 0.2919 0.6388 0.983 -0.230 0.935 0.21
H 4.1201 0.5517 -1.0237 1.685 0.138 -2.744 0.21
H 2.5417 -1.6150 -0.9367 0.113 -1.566 -2.011 0.21
H 2.6998 -1.3568 0.7202 -0.673 -0.392 0.903 0.21
H 2.3530 1.8111 0.8420 -0.154 1.248 1.887 0.21
H 2.5430 2.0387 -1.0052 -1.166 -1.101 2.598 0.23
H -1.3232 -0.6671 -1.7002 -0.035 -0.583 -0.757 0.27
H 1.0561 0.3434 -1.4405 -0.282 -0.530 2.003 0.24
H 0.3792 -0.1947 1.6152 1.107 1.024 1.813 0.23

---

[2]
31
Properties=species:S:1:pos:R:3:forces:R:3:nbo_charge:R:1 method="wB97M-V/def2-TZVPD" total_energy_ev=-25025.3249 charge=0 largest_force_ev_per_a=1.7 smiles="CC(C)CN.O=C=O.CCSC" e_above_lowest_kcal_mol=0.0
C -2.5989 -0.2045 -3.3019 0.026 -0.037 0.027 1.03
C 1.0331 0.2850 -3.6842 -0.045 0.177 0.051 -0.62
C -1.8275 1.0149 3.1164 0.154 -0.263 -0.017 -0.61
C -2.5776 -1.1732 2.1408 0.238 0.046 0.179 -0.61
C 3.6486 -0.3919 -1.8110 -0.747 0.168 0.095 -0.75
C -0.2355 -0.3216 1.6637 -0.029 -0.162 0.241 -0.21
C 1.3291 1.0521 -2.4095 0.211 -0.402 0.313 -0.52
C -1.3901 -0.3847 2.6879 0.065 0.099 -0.230 -0.23
N -0.5243 0.3145 0.3960 -0.413 0.372 -0.142 -0.83
O -2.5684 -0.2086 -2.1571 0.035 0.019 1.670 -0.52
O -2.6324 -0.2047 -4.4444 -0.051 0.022 -1.701 -0.50
S 2.0121 -0.0034 -1.0937 0.435 -0.060 -0.014 0.20
H 0.4004 -0.5722 -3.4645 -0.035 -0.107 -0.021 0.20
H 0.5207 0.9250 -4.4008 -0.032 0.033 -0.154 0.21
H 1.9504 -0.0734 -4.1449 0.033 -0.072 -0.080 0.21
H -2.2776 1.5522 2.2832 -0.062 0.084 -0.075 0.20
H -2.5650 0.9584 3.9132 -0.097 0.049 0.085 0.21
H -0.9746 1.5869 3.4761 0.054 0.134 0.068 0.21
H -2.2700 -2.1755 1.8493 -0.035 -0.138 -0.059 0.21
H -3.0042 -0.6759 1.2713 -0.086 0.034 -0.088 0.20
H -3.3583 -1.2582 2.8945 -0.102 -0.033 0.017 0.21
H 3.5377 -1.0735 -2.6481 0.166 -0.045 -0.113 0.21
H 4.1435 0.5246 -2.1160 0.183 0.047 -0.064 0.21
H 4.2129 -0.8749 -1.0200 0.114 -0.033 0.016 0.23
H 0.6060 0.2147 2.1089 0.068 -0.101 0.050 0.19
H 0.1004 -1.3374 1.4337 0.066 0.007 0.136 0.19
H 0.4162 1.4529 -1.9709 0.021 0.080 -0.004 0.22
H 2.0331 1.8666 -2.5837 -0.088 0.089 -0.025 0.20
H -1.0016 -0.9075 3.5694 0.008 0.001 -0.033 0.20
H -0.7839 1.2866 0.5369 -0.067 -0.139 -0.086 0.35
H -1.2901 -0.1546 -0.0735 0.012 0.133 -0.044 0.36

---

[3]
106
Properties=species:S:1:pos:R:3:forces:R:3:lowdin_spin:R:1 method="wB97M-V/def2-TZVPD" total_energy_ev=-208048.4751 charge=-1 largest_force_ev_per_a=0.5 spin_multiplicity=2 e_above_lowest_kcal_mol=43.8
Ti 0.2743 0.2130 0.3654 -0.147 0.474 0.152 0.93
O -0.5102 6.3126 -0.2337 0.003 -0.002 -0.007 0.00
C -0.3528 4.9666 -0.3046 -0.017 0.007 0.011 0.00
C -0.3161 4.2952 -1.5297 0.016 -0.034 0.003 0.00
C -0.1438 2.9322 -1.5126 -0.002 0.046 -0.004 0.00
N -0.0201 2.2388 -0.3816 -0.045 0.055 0.016 0.00
C -0.0524 2.8909 0.8003 0.054 -0.001 -0.179 0.00
Br -3.3590 2.9355 1.6591 0.032 0.019 0.007 0.00
C -0.2186 4.2652 0.8748 -0.013 -0.005 0.014 0.00
H -0.6412 6.6609 -1.1215 0.001 -0.002 -0.001 0.00
H -0.4014 4.8258 -2.4694 -0.004 0.003 0.003 0.00
H -0.0872 2.3690 -2.4355 -0.003 -0.004 0.000 0.00
H -0.2840 4.7590 1.8322 0.003 0.008 0.000 0.00
C 2.0916 -4.5462 2.6035 0.004 0.036 0.013 0.00
C 2.7999 -3.4609 1.8191 0.016 -0.040 -0.012 0.00
O 2.3804 -2.1387 2.1874 -0.039 -0.068 0.002 0.00
P 0.9117 -1.5561 1.8678 0.217 -0.101 0.225 0.02
S 0.1989 1.8176 2.1486 0.046 -0.082 0.013 0.00
S 0.2145 -2.2717 0.1195 -0.021 -0.199 -0.136 0.03
O -0.0097 -2.1988 3.0454 -0.029 -0.040 -0.020 0.00
C -0.1063 -1.4404 4.2645 -0.008 0.011 0.013 0.00
C -1.0421 -2.1789 5.1917 0.017 -0.001 -0.011 0.00
H 2.5247 -5.5163 2.3506 0.000 0.003 -0.007 0.00
H 1.0280 -4.5705 2.3691 -0.013 0.000 0.000 0.00
H 2.2049 -4.3831 3.6764 -0.004 -0.004 0.000 0.00
H 2.6454 -3.5864 0.7448 -0.002 0.003 0.016 0.00
H 3.8726 -3.4734 2.0146 -0.002 0.002 -0.006 0.00
H -0.4815 -0.4382 4.0362 0.001 -0.006 0.001 0.00
H 0.8888 -1.3415 4.7099 0.000 -0.001 -0.001 0.00
H -2.0222 -2.2883 4.7281 -0.010 -0.002 0.002 0.00
H -1.1588 -1.6250 6.1242 -0.001 0.003 0.001 0.00
H -0.6508 -3.1715 5.4182 -0.001 0.002 0.001 0.00
C -4.0545 2.6234 -2.2063 0.002 0.000 -0.018 0.00
Si -4.7776 1.2440 -1.1651 -0.008 -0.001 0.036 0.00
C -5.7736 0.0177 -2.2226 -0.008 0.015 -0.012 0.00
C -6.0572 1.9143 0.0257 0.001 -0.004 -0.005 0.00
Sb -2.7355 -0.0453 -0.2629 0.000 -0.005 -0.054 0.00
Si -3.9393 -1.6175 1.3515 0.007 -0.011 0.028 0.00
C -3.9036 -0.6682 2.9592 -0.013 0.018 -0.012 0.00
C -5.7121 -1.9315 0.8154 -0.013 0.013 -0.033 0.00
C -3.0968 -3.2763 1.5694 -0.005 -0.001 -0.023 0.00
Si -2.1376 -1.3394 -2.4264 -0.003 -0.025 0.007 0.00
C -3.1897 -1.0382 -3.9690 0.004 0.033 0.010 0.00
C -1.9393 -3.2140 -2.3026 0.032 -0.002 -0.019 0.00
C -0.4942 -0.5467 -2.9253 0.063 -0.005 -0.045 0.00
H -4.8402 3.1977 -2.7057 -0.008 -0.005 0.007 0.00
H -3.3705 2.2400 -2.9676 0.008 0.002 -0.016 0.00
H -3.4995 3.2882 -1.5400 -0.004 -0.004 -0.001 0.00
H -6.0595 0.4698 -3.1773 0.002 -0.003 0.001 0.00
H -6.6915 -0.2304 -1.6852 -0.007 -0.007 -0.007 0.00
H -5.2547 -0.9131 -2.4356 -0.010 0.009 0.017 0.00
H -7.0118 1.9543 -0.5121 -0.006 -0.005 0.016 0.00
H -5.7774 2.8995 0.3891 0.004 -0.002 -0.003 0.00
H -6.1784 1.2796 0.9043 -0.011 0.000 0.001 0.00
H -4.3192 0.3345 2.8296 0.012 0.003 0.018 0.00
H -2.8684 -0.5269 3.2799 -0.007 0.012 0.009 0.00
H -4.4507 -1.1940 3.7479 0.002 -0.008 -0.001 0.00
H -6.2720 -1.0001 0.7170 -0.004 -0.019 -0.002 0.00
H -6.2183 -2.5555 1.5582 0.003 -0.001 0.004 0.00
H -5.7461 -2.4503 -0.1449 -0.011 -0.001 -0.002 0.00
H -2.0417 -3.1583 1.8154 0.003 -0.012 0.002 0.00
H -3.1754 -3.8901 0.6705 0.021 -0.008 0.006 0.00
H -3.5868 -3.8155 2.3871 -0.008 0.009 0.004 0.00
H -4.0751 -1.6720 -4.0144 0.004 -0.012 0.002 0.00
H -2.5618 -1.2806 -4.8332 -0.002 -0.006 -0.001 0.00
H -3.5127 -0.0007 -4.0690 0.003 0.003 0.000 0.00
H -2.4358 -3.6322 -1.4280 -0.010 0.005 -0.006 0.00
H -0.8861 -3.4940 -2.2443 -0.015 0.002 0.009 0.00
H -2.3672 -3.6763 -3.1965 0.002 -0.018 0.003 0.00
H -0.6876 0.4388 -3.3575 -0.007 0.007 0.006 0.00
H -0.0123 -1.1571 -3.6965 0.002 0.016 -0.008 0.00
H 0.2540 -0.4301 -2.1317 -0.123 -0.037 -0.034 0.00
C 6.0971 0.9803 3.1851 -0.008 0.008 0.003 0.00
C 4.7664 0.8069 3.5337 0.001 -0.024 0.004 0.00
C 3.8023 0.6438 2.5450 0.014 0.022 -0.009 0.00
C 4.1367 0.6565 1.1919 -0.033 0.012 0.040 0.00
C 5.4839 0.8446 0.8655 0.009 0.004 -0.019 0.00
C 6.4555 1.0009 1.8428 0.011 -0.006 -0.008 0.00
Si 2.8431 0.5185 -0.2048 0.004 -0.018 0.007 0.01
C 3.1824 2.1589 -1.1288 -0.011 0.000 0.009 0.00
C 3.0574 3.3339 -0.3760 -0.024 0.002 -0.009 0.00
C 3.2284 4.5867 -0.9427 0.000 0.001 0.016 0.00
C 3.5382 4.7035 -2.2925 0.006 -0.010 -0.014 0.00
C 3.6781 3.5558 -3.0577 -0.002 0.018 0.004 0.00
C 3.5032 2.3023 -2.4791 -0.001 -0.017 0.012 0.00
C 3.4878 -0.9004 -1.3031 -0.020 -0.018 -0.011 0.00
C 4.3666 -1.8678 -0.8098 0.057 0.026 0.003 0.00
C 4.7270 -2.9792 -1.5612 -0.005 -0.029 -0.020 0.00
C 4.2131 -3.1572 -2.8378 0.007 0.002 0.018 0.00
C 3.3343 -2.2131 -3.3516 -0.001 0.004 0.003 0.00
C 2.9776 -1.1102 -2.5895 0.035 0.004 0.007 0.00
H 6.8517 1.1066 3.9525 -0.004 0.003 0.001 0.00
H 4.4750 0.8003 4.5776 0.000 -0.001 -0.002 0.00
H 2.7646 0.5222 2.8306 -0.004 0.012 0.009 0.00
H 5.7771 0.8734 -0.1799 0.000 0.007 0.008 0.00
H 7.4919 1.1447 1.5598 -0.001 -0.001 -0.004 0.00
H 2.8133 3.2637 0.6804 0.005 0.001 0.000 0.00
H 3.1144 5.4748 -0.3317 0.000 -0.003 0.003 0.00
H 3.6744 5.6805 -2.7409 -0.003 0.001 0.001 0.00
H 3.9310 3.6325 -4.1092 0.001 -0.002 0.000 0.00
H 3.6388 1.4233 -3.0968 -0.007 -0.040 -0.023 0.00
H 4.7790 -1.7503 0.1866 -0.004 -0.001 -0.011 0.00
H 5.4112 -3.7107 -1.1458 -0.001 -0.001 -0.003 0.00
H 4.4904 -4.0243 -3.4250 0.002 -0.001 0.000 0.00
H 2.9190 -2.3410 -4.3448 -0.002 -0.001 0.001 0.00
H 2.2687 -0.4042 -3.0062 0.033 0.021 -0.012 0.00